Record 1
# C40H70BNO16S

A cluster of 4 separate species, C40H70BNO16S in total (ωB97M-V with the def2-TZVPD basis set, the OMol25 dataset).

Element x y z (Å)
N -0.775 1.552 0.296
C 0.022 0.363 0.700
C 0.422 -0.500 -0.513
C 1.841 -1.095 -0.268
B 2.793 -0.767 -1.513
O 3.447 0.449 -1.541
O 2.935 -1.642 -2.535
O 1.862 -2.540 -0.052
S 0.814 -2.943 1.056
O 0.936 -4.342 1.302
O 0.986 -2.161 2.248
C -0.774 -2.572 0.272
C -1.357 -3.914 -0.153
O -1.913 -4.503 1.007
C -2.016 -5.866 1.003
C -1.965 -6.670 -0.117
C -2.097 -8.038 0.035
C -2.311 -8.622 1.262
C -2.389 -7.807 2.380
C -2.227 -6.450 2.239
C -0.639 -1.553 -0.913
C -0.175 -2.252 -2.217
C -1.225 -2.867 -3.124
O -0.923 -3.198 -4.237
C -2.043 -0.927 -1.049
C -2.166 0.281 -1.996
C -2.753 -0.047 -3.349
C -1.909 -0.081 -4.446
C -2.348 -0.334 -5.730
C -3.695 -0.607 -5.920
C -4.536 -0.583 -4.829
C -4.093 -0.307 -3.554
H -1.671 1.498 0.767
H -0.352 2.380 0.702
H -0.547 -0.195 1.439
H 0.903 0.730 1.217
H 0.526 0.218 -1.328
H 2.329 -0.643 0.590
H 2.847 1.131 -1.219
H 3.065 -1.186 -3.373
H -1.387 -2.126 1.047
H -0.566 -4.515 -0.591
H -2.169 -3.754 -0.861
H -1.825 -6.238 -1.095
H -2.026 -8.662 -0.842
H -2.421 -9.689 1.345
H -2.579 -8.224 3.356
H -2.265 -5.812 3.109
H 0.340 -1.517 -2.829
H 0.545 -3.039 -2.008
H -2.261 -3.051 -2.800
H -2.288 -0.569 -0.050
H -2.794 -1.674 -1.289
H -1.246 0.828 -2.151
H -2.848 0.984 -1.522
H -0.857 0.132 -4.300
H -1.636 -0.329 -6.539
H -4.031 -0.830 -6.920
H -5.585 -0.795 -4.993
H -4.775 -0.270 -2.717
C 1.626 8.287 5.637
O 1.241 6.943 5.448
C 0.295 6.801 4.404
C 0.245 5.368 3.926
O 1.298 5.029 3.030
C 2.586 4.838 3.603
C 2.728 3.536 4.358
O 2.182 3.646 5.657
C 1.952 2.379 6.240
H 0.762 8.912 5.891
H 2.335 8.315 6.461
H 2.114 8.683 4.739
H 0.554 7.456 3.564
H -0.693 7.086 4.792
H -0.672 5.245 3.345
H 0.201 4.672 4.765
H 2.872 5.689 4.222
H 3.271 4.806 2.752
H 3.794 3.287 4.452
H 2.220 2.735 3.804
H 1.222 1.808 5.654
H 1.551 2.533 7.239
H 2.887 1.811 6.313
C 6.240 -3.803 8.654
O 4.906 -3.828 8.206
C 4.019 -3.229 9.135
C 2.713 -2.860 8.467
O 2.769 -1.646 7.732
C 3.444 -1.699 6.481
C 2.651 -2.402 5.399
O 2.798 -3.810 5.529
C 1.813 -4.555 4.826
H 6.348 -4.342 9.603
H 6.853 -4.293 7.900
H 6.593 -2.772 8.776
H 4.473 -2.328 9.567
H 3.821 -3.953 9.938
H 1.979 -2.679 9.255
H 2.339 -3.679 7.849
H 4.443 -2.125 6.591
H 3.565 -0.656 6.180
H 3.031 -2.104 4.413
H 1.595 -2.115 5.476
H 0.813 -4.346 5.225
H 2.034 -5.611 4.976
H 1.834 -4.334 3.756
C -0.566 6.540 -8.895
O -1.331 5.438 -9.328
C -0.521 4.394 -9.841
C -1.286 3.090 -9.869
O -1.344 2.433 -8.611
C -2.234 2.982 -7.645
C -3.680 2.675 -7.936
O -4.218 3.564 -8.900
C -5.409 3.069 -9.467
H 0.024 6.958 -9.719
H -1.255 7.301 -8.534
H 0.102 6.253 -8.075
H 0.379 4.274 -9.225
H -0.224 4.661 -10.865
H -0.743 2.403 -10.522
H -2.284 3.227 -10.291
H -2.046 4.048 -7.507
H -1.982 2.484 -6.706
H -4.268 2.784 -7.014
H -3.747 1.639 -8.292
H -5.227 2.125 -9.995
H -5.767 3.805 -10.183
H -6.177 2.916 -8.699

Computed properties:
HOMO-LUMO gap = 8.7 eV
Multiplicity = 1
SMILES string = NC[C@H]1[C@H](B(O)O)OS(=O)(=O)[C@H](COc2ccccc2)[C@@]1(CC=O)CCc1ccccc1.COCCOCCOC.COCCOCCOC.COCCOCCOC
Total energy = -88373.3682 eV
LUMO energy = 0.022 eV

Record 2
# C40H70BrClI2N17O31P

A cluster of 15 separate species, C40H70BrClI2N17O31P in total (ωB97M-V with the def2-TZVPD basis set, the OMol25 dataset).

Element x y z (Å)
C -2.972 1.316 -6.225
C -2.110 0.486 -5.173
C -2.953 0.413 -3.834
Cl -4.275 -0.869 -3.933
C -2.043 0.223 -2.550
C -2.097 1.318 -1.527
C -2.985 2.603 -1.609
C -2.073 3.790 -2.065
N -2.142 4.906 -1.433
C -1.229 1.177 -0.342
C -1.196 2.269 0.799
C -1.911 1.624 2.055
C -1.462 1.908 3.437
C -2.098 1.291 4.612
C -3.241 0.355 4.464
C -3.711 0.071 3.104
C -4.907 -0.923 2.883
C -3.059 0.703 1.935
C -0.350 -0.022 -0.140
N 0.436 -0.038 1.005
C 1.193 -1.151 1.140
C 2.122 -1.173 2.422
I 1.479 -2.675 3.869
C 3.688 -1.232 2.055
C 4.497 0.049 2.510
I 4.666 -2.931 3.077
C 1.140 -2.275 0.123
P 2.214 -3.829 0.443
O 2.364 -4.564 -1.088
O 1.282 -4.981 1.295
N 0.403 -2.302 -1.025
C -0.328 -1.122 -1.112
C -1.193 -0.959 -2.341
C -1.139 -2.115 -3.419
C 0.331 -2.124 -4.039
O 1.108 -2.991 -3.807
Br 1.006 -0.671 -5.222
H -3.367 2.262 -5.773
H -3.861 0.668 -6.476
H -2.432 1.496 -7.192
H -1.148 1.054 -5.044
H -1.895 -0.513 -5.624
H -3.517 1.387 -3.796
H -3.918 2.489 -2.217
H -3.321 2.833 -0.558
H -1.359 3.599 -2.923
H -1.456 5.516 -1.910
H -0.133 2.453 1.097
H -1.655 3.237 0.484
H -0.605 2.611 3.589
H -1.754 1.475 5.657
H -3.709 -0.122 5.351
H -5.891 -0.459 3.150
H -4.947 -1.283 1.824
H -4.748 -1.832 3.527
H -3.501 0.439 0.937
H 1.972 -0.195 2.967
H 3.759 -1.423 0.948
H 5.558 -0.295 2.679
H 4.114 0.436 3.489
H 4.523 0.815 1.692
H 1.518 -5.053 -1.180
H 0.345 -4.697 1.368
H -1.283 -3.125 -2.947
H -1.895 -1.988 -4.228
C 2.987 1.084 -1.847
N 4.215 0.972 -1.014
O 4.585 -0.143 -0.712
O 4.765 2.015 -0.693
H 2.612 0.084 -2.053
H 2.258 1.661 -1.281
H 3.262 1.591 -2.770
C 1.097 2.432 8.601
N 0.604 1.885 7.310
O -0.374 2.410 6.810
O 1.218 0.944 6.844
H 0.461 3.261 8.898
H 1.054 1.630 9.334
H 2.120 2.767 8.444
C -5.290 5.012 -4.793
N -5.650 3.620 -4.416
O -5.575 2.766 -5.279
O -5.996 3.434 -3.263
H -5.004 5.027 -5.841
H -6.166 5.635 -4.623
H -4.459 5.319 -4.160
C 4.410 -0.351 7.790
N 4.600 0.564 8.949
O 3.679 0.666 9.741
O 5.663 1.147 9.021
H 3.422 -0.797 7.856
H 4.506 0.244 6.884
H 5.184 -1.113 7.845
C -7.147 0.683 -1.576
N -7.347 -0.242 -0.431
O -8.493 -0.484 -0.098
O -6.347 -0.691 0.090
H -8.118 1.003 -1.941
H -6.571 1.533 -1.216
H -6.605 0.137 -2.346
C -1.824 -6.513 -5.003
N -2.810 -5.403 -4.894
O -3.674 -5.331 -5.745
O -2.676 -4.641 -3.951
H -2.060 -7.106 -5.879
H -0.837 -6.065 -5.094
H -1.904 -7.111 -4.099
C 7.115 2.191 -2.700
N 8.027 3.181 -3.332
O 7.878 4.352 -3.037
O 8.863 2.747 -4.105
H 6.430 2.715 -2.041
H 6.574 1.686 -3.498
H 7.730 1.492 -2.138
C 5.512 4.723 1.739
N 5.349 3.841 2.925
O 4.214 3.570 3.270
O 6.366 3.454 3.465
H 4.528 4.989 1.363
H 6.055 5.609 2.061
H 6.074 4.167 0.991
C -8.135 0.730 5.836
N -6.771 0.149 5.709
O -6.687 -1.052 5.522
O -5.835 0.920 5.803
H -8.866 -0.068 5.733
H -8.204 1.191 6.814
H -8.253 1.466 5.044
C 9.781 0.290 -6.362
N 8.535 -0.486 -6.116
O 8.344 -1.471 -6.800
O 7.793 -0.074 -5.242
H 10.340 -0.189 -7.161
H 9.489 1.299 -6.647
H 10.354 0.292 -5.438
C 1.733 -8.302 -6.877
N 0.463 -9.050 -6.669
O 0.265 -10.021 -7.368
O -0.289 -8.629 -5.806
H 2.297 -8.786 -7.668
H 1.471 -7.283 -7.155
H 2.284 -8.325 -5.939
C -3.601 -5.954 1.822
N -2.255 -5.548 2.307
O -1.682 -4.662 1.694
O -1.823 -6.129 3.279
H -3.855 -5.353 0.953
H -3.550 -7.009 1.562
H -4.307 -5.780 2.631
C -11.211 0.867 9.269
N -10.270 1.785 8.575
O -9.601 2.528 9.264
O -10.239 1.725 7.358
H -11.132 1.030 10.340
H -12.214 1.097 8.917
H -10.927 -0.151 9.011
C 11.444 4.442 -4.115
N 12.785 3.883 -4.432
O 13.754 4.435 -3.946
O 12.815 2.908 -5.161
H 11.568 5.301 -3.461
H 10.980 4.735 -5.053
H 10.873 3.662 -3.621

Computed properties:
HOMO-LUMO gap = 6.9 eV
Multiplicity = 1
Total energy = -239432.3193 eV
LUMO energy = -0.962 eV

Record 3
# C40H70I2O18P

A structure of composition C40H70I2O18P (ωB97M-V with the def2-TZVPD basis set, the OMol25 dataset).

Element x y z (Å)
C -1.116 2.084 -1.884
C -1.695 3.176 -3.007
C -2.069 2.294 -4.337
C -1.997 3.107 -5.758
C -0.512 3.822 -6.040
C 0.656 2.674 -6.067
C 2.165 3.201 -5.705
C 2.257 4.242 -4.442
C 3.445 3.923 -3.359
C 4.865 3.423 -4.008
C 5.114 1.878 -3.416
C 5.858 0.884 -4.487
C 4.833 0.032 -5.445
P 5.134 -1.878 -5.398
C 3.637 -2.794 -4.593
I 1.682 -2.133 -5.420
C 3.662 -2.783 -2.954
C 3.463 -1.304 -2.274
I 1.916 -4.011 -2.314
H -1.501 0.986 -2.124
H -1.459 2.372 -0.788
H 0.062 2.029 -1.913
H -0.918 4.034 -3.178
H -2.635 3.677 -2.482
H -1.392 1.313 -4.306
H -3.202 1.950 -4.200
H -2.267 2.411 -6.677
H -2.781 3.984 -5.693
H -0.626 4.420 -7.066
H -0.398 4.636 -5.208
H 0.705 2.275 -7.191
H 0.448 1.732 -5.404
H 2.723 3.688 -6.642
H 2.805 2.225 -5.456
H 1.238 4.254 -3.820
H 2.430 5.328 -4.883
H 3.641 4.939 -2.769
H 3.010 3.166 -2.559
H 4.908 3.450 -5.183
H 5.736 4.122 -3.607
H 5.738 2.006 -2.433
H 4.100 1.354 -3.115
H 6.537 0.132 -3.858
H 6.571 1.574 -5.147
H 3.695 0.171 -5.120
H 4.976 0.446 -6.554
H 6.360 -2.178 -4.664
H 5.210 -2.295 -6.795
H 3.738 -3.935 -4.925
H 4.604 -3.287 -2.473
H 3.170 -1.393 -1.136
H 4.473 -0.694 -2.381
H 2.605 -0.729 -2.844
C -6.837 6.243 -0.109
C -5.680 5.566 -0.816
C -5.640 4.083 -0.600
O -4.259 3.789 -0.710
C -3.591 4.923 -0.341
O -2.399 4.974 -0.102
O -4.442 5.992 -0.269
H -6.869 7.306 -0.370
H -7.794 5.789 -0.384
H -6.718 6.193 0.979
H -5.687 5.816 -1.884
H -6.213 3.539 -1.357
H -5.983 3.776 0.394
C -8.327 2.432 -5.064
C -9.308 2.837 -3.981
C -10.372 3.775 -4.467
O -10.692 4.513 -3.302
C -9.570 4.510 -2.521
O -9.403 5.227 -1.551
O -8.656 3.600 -2.978
H -7.628 1.682 -4.679
H -8.843 2.011 -5.932
H -7.722 3.286 -5.388
H -9.742 1.948 -3.508
H -11.251 3.244 -4.842
H -10.022 4.473 -5.235
C 4.305 -4.493 0.543
C 4.694 -4.805 1.974
C 3.565 -4.635 2.945
O 4.234 -4.298 4.146
C 5.405 -3.695 3.780
O 6.130 -3.079 4.540
O 5.652 -3.871 2.446
H 5.138 -4.716 -0.132
H 3.436 -5.079 0.228
H 4.080 -3.428 0.419
H 5.132 -5.808 2.040
H 2.984 -5.554 3.070
H 2.883 -3.817 2.685
C 7.007 -7.402 7.909
C 6.498 -7.907 6.574
C 5.848 -6.840 5.746
O 4.911 -7.570 4.976
C 4.584 -8.675 5.711
O 3.647 -9.414 5.465
O 5.445 -8.839 6.761
H 7.548 -8.198 8.433
H 7.682 -6.550 7.783
H 6.178 -7.107 8.561
H 7.304 -8.407 6.023
H 6.563 -6.324 5.099
H 5.305 -6.096 6.340
C -4.467 2.618 4.479
C -5.531 3.642 4.823
C -6.920 3.078 4.817
O -7.711 4.201 4.476
C -6.911 5.030 3.741
O -7.312 5.980 3.094
O -5.601 4.646 3.822
H -3.471 3.060 4.582
H -4.529 1.743 5.133
H -4.557 2.292 3.437
H -5.298 4.127 5.779
H -7.210 2.682 5.795
H -7.073 2.301 4.060
C 0.145 -6.744 8.971
C 1.288 -5.756 8.850
C 1.761 -5.569 7.439
O 3.124 -5.228 7.611
C 3.522 -5.803 8.785
O 4.681 -5.909 9.142
O 2.447 -6.251 9.502
H -0.218 -6.778 10.004
H -0.691 -6.472 8.319
H 0.473 -7.760 8.724
H 1.016 -4.800 9.312
H 1.223 -4.767 6.926
H 1.703 -6.480 6.834

Computed properties:
HOMO-LUMO gap = 7.8 eV
Multiplicity = 1
Total energy = -104947.7811 eV
LUMO energy = -4.031 eV
Net charge = +1